Formula: C6H8NO6
Source: the Open Molecules 2025 dataset
Level of theory: ωB97M-V/def2-TZVPD

Its net charge is -1. For the HOMO-LUMO gap, the calculation gives 7.0325 eV. Its energy above the lowest of the compared OMol25 structures with the same formula, charge and spin is 0.0 kJ/mol.

Each atom is followed by the atoms it is bonded to, with distances in Å.
Element x y z (Å)
1 O -2.929 -0.180 -1.425  C13 1.215
2 O -1.086 3.126 -3.033  C8 1.301
3 O -1.227 -0.143 1.634  C11 1.199
4 O -1.346 0.841 -2.672  C8 1.456, C13 1.391
5 O 0.177 -1.830 2.175  C11 1.361, C12 1.434
6 O 0.661 1.989 -2.222  C8 1.240
7 N -1.947 1.766 -0.544  C13 1.441, H15 1.017, H19 1.020
8 C -0.517 2.036 -2.607  O2 1.301, O4 1.456, O6 1.240
9 C 0.987 -0.205 0.671  C10 1.518, C11 1.509, H16 1.091, H17 1.092
10 C 1.861 -1.443 0.590  C9 1.518, C12 1.515, H18 1.090, H20 1.093
11 C -0.166 -0.689 1.517  O3 1.199, O5 1.361, C9 1.509
12 C 1.546 -2.150 1.893  O5 1.434, C10 1.515, H14 1.094, H21 1.091
13 C -2.143 0.740 -1.537  O1 1.215, O4 1.391, N7 1.441
14 H 2.165 -1.792 2.721  C12 1.094
15 H -2.789 2.306 -0.363  N7 1.017
16 H 0.646 0.115 -0.314  C9 1.091
17 H 1.487 0.616 1.189  C9 1.092
18 H 2.922 -1.224 0.466  C10 1.090
19 H -1.503 1.414 0.304  N7 1.020
20 H 1.544 -2.061 -0.254  C10 1.093
21 H 1.658 -3.231 1.810  C12 1.091